[1]
A structure of composition C4H5O2Ru. Source: the Open Molecules 2025 dataset; level of theory: ωB97M-V/def2-TZVPD.

For the gap between HOMO and LUMO (spin up / spin down), the calculation gives 9.028 / 7.299 eV. The calculation puts the energy above the lowest of the compared OMol25 structures with the same formula, charge and spin at 0.0 kcal/mol. As for the LUMO energy (spin up / spin down): -19.458 / -22.058 eV. The highest occupied orbital energy (spin up / spin down) comes out at -28.49 / -29.36 eV.

ORCA input file:
```
! RIJCOSX wB97M-V def2-TZVPD def2/J DEFGRID3
* xyz 4 6
H 0.6793 -1.5755 2.1751
C -0.2251 -1.1086 1.3069
C 1.0410 -0.9173 0.8602
O 1.8297 -0.1062 0.4677
Ru 3.6092 0.2348 -0.0324
H -0.7919 -1.9586 0.9201
O -2.1966 0.5916 2.9563
C -1.7687 0.3456 1.8347
C -1.6857 0.5097 0.5201
H -2.0620 -0.1121 3.6296
H -1.0089 1.2828 0.1376
H -2.4380 0.0424 -0.1234
*
```



[2]
A cluster of 9 separate species, C27H54N2O36S8 in total. Source: the Open Molecules 2025 dataset; level of theory: ωB97M-V/def2-TZVPD.

Its structure (SMILES) is CC(=O)NCCCCOC(=O)NCCCCO.O=S1(=O)OCCO1.O=S1(=O)OCCO1.O=S1(=O)OCCO1.O=S1(=O)OCCO1.O=S1(=O)OCCO1.O=S1(=O)OCCO1.O=S1(=O)OCCO1.O=S1(=O)OCCO1. For the gap between HOMO and LUMO, the calculation gives 9.484 eV. As for the LUMO energy: 0.142 eV. The highest occupied orbital energy comes out at -9.34 eV.

ORCA input file:
```
! RIJCOSX wB97M-V def2-TZVPD def2/J DEFGRID3
* xyz 0 1
C -3.2602 1.6031 6.0292
C -4.7289 1.9314 6.2394
O -5.1539 2.1603 7.3386
N -5.6039 2.0021 5.0932
C -5.6799 0.6836 4.4068
C -6.8748 0.6327 3.4589
C -6.5740 1.1641 2.0529
C -5.5818 0.2370 1.3407
O -4.8988 0.8448 0.2405
C -3.9498 1.7535 0.4973
O -3.4582 2.3501 -0.4245
N -3.5602 1.9419 1.8659
C -2.1306 2.2821 1.9791
C -1.1597 1.0794 1.8925
C -1.7776 -0.3319 1.9016
C -1.7178 -1.0697 0.5597
O -2.1086 -0.2927 -0.5622
H -3.0760 1.0188 5.1280
H -2.9082 1.0516 6.8982
H -2.7209 2.5509 5.9587
H -5.1613 2.6409 4.4337
H -5.7994 -0.0872 5.1711
H -4.7370 0.4885 3.8884
H -7.7059 1.1894 3.8917
H -7.1793 -0.4150 3.3575
H -7.4857 1.2110 1.4528
H -6.1511 2.1730 2.0955
H -4.9117 -0.1905 2.0783
H -6.1548 -0.5915 0.9241
H -4.0718 2.7650 2.1723
H -2.0019 2.7493 2.9582
H -1.8348 3.0420 1.2514
H -0.5056 1.2012 1.0241
H -0.4947 1.1394 2.7570
H -2.7890 -0.3685 2.3006
H -1.1586 -0.9410 2.5672
H -2.4497 -1.8796 0.6155
H -0.7434 -1.5288 0.4218
H -1.5676 0.5004 -0.6171
C 2.7860 -3.0668 -2.2421
C 1.6846 -2.9920 -3.2745
O 0.7889 -1.9950 -2.7507
S 1.6139 -0.8891 -1.9635
O 1.8456 0.2316 -2.8037
O 1.0327 -0.7309 -0.6758
O 2.9785 -1.7044 -1.8223
H 2.4834 -3.6527 -1.3712
H 3.7105 -3.4623 -2.6516
H 1.1606 -3.9336 -3.4075
H 2.0620 -2.6451 -4.2379
C -5.6399 1.9274 -2.9673
C -6.9587 2.0101 -2.2278
O -7.9270 2.2707 -3.2568
S -7.4824 1.5457 -4.6088
O -8.1675 0.3073 -4.7291
O -7.5168 2.5020 -5.6570
O -5.9757 1.2475 -4.1935
H -5.2538 2.9171 -3.2147
H -4.8840 1.3709 -2.4215
H -6.9765 2.8061 -1.4892
H -7.2053 1.0597 -1.7505
C 6.2945 0.7094 -3.9533
C 6.5026 0.4225 -2.4836
O 6.1412 -0.9685 -2.3480
S 6.5272 -1.7529 -3.6757
O 7.7755 -2.4005 -3.4868
O 5.3754 -2.4600 -4.1193
O 6.7456 -0.4881 -4.6167
H 5.2392 0.8550 -4.1908
H 6.8685 1.5649 -4.2967
H 5.8771 1.0330 -1.8397
H 7.5437 0.5392 -2.1975
C -6.5780 -3.9459 1.0302
C -5.9560 -5.1927 1.6083
O -4.8545 -4.7060 2.3919
S -5.2253 -3.2880 3.0171
O -5.6814 -3.4554 4.3505
O -4.1790 -2.3809 2.7061
O -6.4933 -2.9763 2.0937
H -6.0103 -3.5755 0.1764
H -7.6152 -4.0901 0.7415
H -5.6039 -5.8713 0.8388
H -6.6472 -5.7154 2.2733
C 11.3619 3.4913 -0.1444
C 11.3008 1.9955 -0.3780
O 9.9458 1.6505 -0.0494
S 8.9790 2.8648 -0.4314
O 8.3942 2.6093 -1.7051
O 8.1627 3.1529 0.6908
O 10.0928 3.9766 -0.6088
H 11.4547 3.7323 0.9158
H 12.1623 3.9735 -0.6985
H 11.9873 1.4361 0.2505
H 11.4772 1.7450 -1.4258
C 7.8569 8.0759 -3.0407
C 8.3545 9.2561 -2.2316
O 9.0289 8.6532 -1.1186
S 9.7092 7.2801 -1.5722
O 11.0800 7.5041 -1.8685
O 9.3225 6.2552 -0.6738
O 8.9188 7.1157 -2.9505
H 6.9568 7.6388 -2.6052
H 7.6740 8.3251 -4.0821
H 7.5520 9.8948 -1.8748
H 9.0762 9.8530 -2.7925
C -3.6486 -8.1998 -1.5550
C -4.0755 -8.3033 -3.0051
O -4.8653 -7.1242 -3.2181
S -4.2931 -5.9215 -2.3397
O -3.4484 -5.1070 -3.1309
O -5.3725 -5.3646 -1.6009
O -3.3833 -6.8024 -1.3648
H -4.4523 -8.4958 -0.8783
H -2.7556 -8.7769 -1.3331
H -4.6709 -9.1881 -3.2099
H -3.2195 -8.2732 -3.6815
C 3.3427 -1.2345 2.9796
C 3.2805 -2.0150 1.6832
O 2.5208 -3.1895 2.0224
S 1.4261 -2.8251 3.1275
O 0.1833 -2.5730 2.4897
O 1.5379 -3.7506 4.1953
O 2.0449 -1.4182 3.5637
H 4.0902 -1.6418 3.6628
H 3.5290 -0.1755 2.8244
H 4.2609 -2.3038 1.3143
H 2.7424 -1.4681 0.9082
*
```



[3]
A structure of composition C33H58As3OS3SiV. Source: the Open Molecules 2025 dataset; level of theory: ωB97M-V/def2-TZVPD.

For the gap between HOMO and LUMO (spin up / spin down), the calculation gives 4.828 / 5.400 eV. The calculation puts the energy above the lowest of the compared OMol25 structures with the same formula, charge and spin at 25.2 kcal/mol. As for the LUMO energy (spin up / spin down): -10.548 / -9.975 eV. The highest occupied orbital energy (spin up / spin down) comes out at -15.38 / -15.38 eV.

ORCA input file:
```
! RIJCOSX wB97M-V def2-TZVPD def2/J DEFGRID3
* xyz 3 2
V 0.2489 -0.0315 1.1745
C 2.7600 -1.9479 4.5055
C 3.0849 -0.5705 3.9629
S 1.7740 0.4096 3.1393
C 0.3674 0.4982 4.2857
C -0.4607 -0.7729 4.4602
S -0.8898 -1.5651 2.8789
C -0.5998 -3.3379 3.1534
C 0.6595 -3.7611 3.8933
S 2.2064 -3.1047 3.2275
H 2.0446 -1.9040 5.3224
H 3.6859 -2.3297 4.9406
H 3.8667 -0.6131 3.2024
H 3.4426 0.0888 4.7557
H -0.2486 1.3149 3.8941
H 0.7370 0.8481 5.2515
H -1.3902 -0.5050 4.9640
H 0.0476 -1.4993 5.0839
H -0.6630 -3.7684 2.1548
H -1.4830 -3.6828 3.6952
H 0.7182 -4.8480 3.8124
H 0.6020 -3.5565 4.9614
C 0.9166 3.5101 2.0545
As 0.9997 2.3242 0.5209
C -0.0643 3.3165 -0.7645
C 2.8727 2.3987 -0.0080
C 3.3397 1.5700 -1.2196
C 4.7600 2.0674 -1.5316
C 3.4518 0.0850 -0.8618
As 1.8419 -0.9851 -0.5531
C 2.6178 -2.6901 -0.0747
C 0.9784 -1.4137 -2.2357
C 2.3834 1.8010 -2.3938
As 2.5981 1.1626 -4.2972
C 3.9509 -0.2640 -4.2788
C 3.7344 2.5893 -5.0000
H 1.5932 3.1896 2.8413
H -0.1083 3.5646 2.4191
H 1.2112 4.5023 1.7144
H 0.5767 4.0860 -1.1920
H -0.8822 3.7944 -0.2330
H -0.4599 2.6860 -1.5527
H 3.4493 2.1521 0.8890
H 3.0452 3.4586 -0.2109
H 5.4085 1.9880 -0.6561
H 4.7346 3.1132 -1.8404
H 5.2097 1.4918 -2.3361
H 4.0661 -0.0566 0.0323
H 3.9483 -0.4484 -1.6727
H 3.1826 -3.0201 -0.9469
H 1.8442 -3.4200 0.1499
H 3.2824 -2.5865 0.7751
H 1.6051 -2.1520 -2.7329
H 0.8757 -0.5449 -2.8782
H -0.0007 -1.8476 -2.0408
H 2.2677 2.8800 -2.5429
H 1.3855 1.4450 -2.1053
H 3.5739 -1.1865 -3.8375
H 4.8990 0.0121 -3.8216
H 4.1432 -0.4815 -5.3298
H 3.1990 3.5364 -4.9545
H 3.9276 2.3680 -6.0487
H 4.6848 2.6750 -4.4781
C -3.2560 2.4434 0.6273
C -3.7256 1.0189 0.9444
C -3.4184 0.7111 2.4102
C -5.2503 0.9341 0.7306
Si -2.8924 -0.1722 -0.2598
O -1.1135 -0.0722 0.2543
C -2.8419 0.4174 -2.0164
C -4.0380 0.5147 -2.7352
C -4.0387 0.9168 -4.0624
C -2.8424 1.2187 -4.7005
C -1.6442 1.1155 -4.0061
C -1.6522 0.7192 -2.6779
C -3.1620 -2.0018 -0.0786
C -2.1277 -2.9388 -0.0261
C -2.3906 -4.3000 -0.0153
C -3.7027 -4.7550 -0.0519
C -4.7451 -3.8418 -0.1163
C -4.4761 -2.4805 -0.1368
H -3.7950 3.1551 1.2578
H -3.4253 2.7209 -0.4143
H -2.1887 2.5572 0.8446
H -3.9854 1.3952 3.0469
H -2.3530 0.8757 2.6372
H -3.6791 -0.3105 2.6906
H -5.7360 1.6515 1.3972
H -5.6493 -0.0522 0.9728
H -5.5419 1.1982 -0.2881
H -4.9887 0.2678 -2.2721
H -4.9741 0.9881 -4.6014
H -2.8449 1.5264 -5.7376
H -0.7064 1.3354 -4.5036
H -0.7095 0.6373 -2.1489
H -1.0900 -2.6114 -0.0285
H -1.5759 -5.0151 -0.0014
H -3.9107 -5.8165 -0.0460
H -5.7692 -4.1880 -0.1615
H -5.3132 -1.7948 -0.2130
*
```



[4]
A structure of composition C21H60AlF2N10O10P3S2. Source: the Open Molecules 2025 dataset; level of theory: ωB97M-V/def2-TZVPD.

For the gap between HOMO and LUMO, the calculation gives 1.464 eV. The calculation puts the energy above the lowest of the compared OMol25 structures with the same formula, charge and spin at 0.0 kcal/mol. As for the LUMO energy: -10.970 eV. The highest occupied orbital energy comes out at -12.43 eV.

ORCA input file:
```
! RIJCOSX wB97M-V def2-TZVPD def2/J DEFGRID3
* xyz 2 1
Al 0.6423 -3.0095 -1.7471
N -1.3108 -1.2545 -0.7174
S -2.7508 -1.2276 -0.0689
O -3.8148 -0.9649 -0.9678
O -2.8276 -0.7058 1.2629
F -2.8341 -2.8251 0.1433
S -1.0929 0.3662 -0.9745
O -1.0056 1.2787 0.1120
O -1.6005 0.8128 -2.2216
F 0.4589 0.1143 -1.3377
O 1.4483 -2.7703 0.9760
P 1.7402 -2.3017 2.3342
N 0.3087 -2.1358 3.2240
C 0.1958 -1.4543 4.4780
C -0.8194 -2.9883 2.9039
N 2.4504 -0.8400 2.5178
C 3.9252 -0.7504 2.4375
C 1.7075 0.3540 2.1022
N 2.5538 -3.3570 3.3470
C 2.7206 -4.7410 2.9279
C 3.0409 -2.9513 4.6263
H 0.3071 -2.1629 5.3145
H -0.7996 -1.0396 4.6551
H 0.9377 -0.6622 4.5166
H -0.9528 -3.0958 1.8331
H -1.7395 -2.4707 3.1835
H -0.7478 -3.9283 3.4602
H 4.2069 -0.7209 1.3830
H 4.2019 0.1633 2.9618
H 4.3655 -1.5970 2.9546
H 2.1645 1.2005 2.6170
H 1.6328 0.3968 1.0224
H 0.6995 0.3415 2.5264
H 2.0335 -5.3456 3.5320
H 2.6297 -4.9011 1.8635
H 3.7064 -5.0411 3.2994
H 2.9151 -1.8854 4.7795
H 4.0702 -3.2829 4.7999
H 2.5039 -3.4176 5.4711
O 3.2260 -1.6951 -1.4744
P 4.5185 -1.0911 -1.8785
N 4.5347 0.5450 -2.1407
C 3.6670 1.3260 -1.2434
C 4.8549 1.1822 -3.4306
N 5.1259 -1.7744 -3.2621
C 4.2507 -2.2822 -4.2997
C 6.5351 -1.6022 -3.5916
N 5.6669 -1.2897 -0.7105
C 5.7326 -2.5733 -0.0217
C 6.7380 -0.3766 -0.3385
H 3.4942 2.3342 -1.6024
H 4.1347 1.4200 -0.2512
H 2.7244 0.8071 -1.0715
H 5.9055 1.1653 -3.7043
H 4.5244 2.2148 -3.3965
H 4.2736 0.6899 -4.2163
H 4.0460 -1.6324 -5.1572
H 4.6806 -3.1999 -4.7162
H 3.3217 -2.5959 -3.8227
H 6.7755 -2.2016 -4.4678
H 6.8103 -0.5774 -3.8538
H 7.1588 -1.8927 -2.7472
H 6.7229 -3.0153 -0.1527
H 5.5603 -2.4745 1.0544
H 4.9578 -3.1964 -0.4644
H 6.8290 -0.3860 0.7518
H 6.4691 0.6446 -0.6046
H 7.6869 -0.6669 -0.7949
O -3.7877 6.5243 0.4124
P -4.5220 5.2700 0.4051
N -4.2101 4.2369 1.7066
C -4.1350 2.7717 1.6585
C -4.0772 4.8699 3.0107
N -4.4002 4.3024 -0.9177
C -3.1206 3.6530 -1.1758
C -5.1435 4.6225 -2.1407
N -6.1824 5.3983 0.6019
C -7.0834 4.2523 0.6343
C -6.8014 6.7211 0.4253
H -4.5534 2.3966 2.5891
H -3.1423 2.4189 1.3726
H -4.8306 2.4126 0.9005
H -3.2290 5.5626 2.9790
H -4.0319 4.1175 3.7865
H -4.9058 5.5573 3.2269
H -2.5799 3.5152 -0.2355
H -3.1685 2.6848 -1.6683
H -2.4413 4.3336 -1.7085
H -4.9037 3.8973 -2.9121
H -6.2215 4.5796 -1.9819
H -4.8863 5.6273 -2.4884
H -6.7312 3.4529 -0.0177
H -7.2068 3.8331 1.6374
H -8.0539 4.5581 0.2538
H -6.3315 7.1944 -0.4476
H -6.3850 7.3862 1.1949
H -7.8765 6.6707 0.3714
C -3.4175 -1.5482 -4.2270
O -4.0964 -2.5489 -3.5199
C -3.3708 -3.4983 -2.9524
O -2.1670 -3.5033 -2.8269
O -4.2243 -4.4288 -2.5324
C -3.6849 -5.4117 -1.6482
H -3.9367 -0.5964 -4.1466
H -3.3078 -1.7506 -5.2944
H -2.4111 -1.3751 -3.8425
H -4.2970 -6.3052 -1.7639
H -3.6194 -5.0944 -0.6138
H -2.7218 -5.7648 -2.0266
*
```



[5]
A cluster of 14 separate species, C7H40NO13 in total. Source: the Open Molecules 2025 dataset; level of theory: ωB97M-V/def2-TZVPD.

For the gap between HOMO and LUMO, the calculation gives 9.020 eV. The calculation puts the energy above the lowest of the compared OMol25 structures with the same formula, charge and spin at 83.1 kcal/mol. As for the LUMO energy: -2.450 eV. The highest occupied orbital energy comes out at -11.47 eV.

ORCA input file:
```
! RIJCOSX wB97M-V def2-TZVPD def2/J DEFGRID3
* xyz 1 1
C -1.9842 0.4189 -1.3252
C -1.2594 -0.7706 -0.6849
C -2.0906 -2.0408 -0.8326
C -3.3452 -2.2113 -0.4322
C -1.5619 -4.4866 -0.7878
C -1.3918 -3.2911 -1.3425
C -0.9289 -2.9774 -2.7593
N -1.0754 1.6172 -1.3027
H -2.8604 0.7036 -0.6996
H -2.3347 0.2953 -2.3307
H -1.1808 -0.5481 0.3736
H -0.3526 -0.8033 -1.3024
H -3.8660 -1.3327 -0.0986
H -3.8915 -3.1538 -0.3170
H -1.8739 -4.6561 0.2318
H -1.4783 -5.4005 -1.3801
H -0.6268 -3.8062 -3.3766
H -0.0188 -2.3894 -2.6351
H -1.6802 -2.4185 -3.3182
H -0.1959 1.5834 -1.8963
H -0.8114 2.0064 -0.3722
H -1.5840 2.5191 -1.4913
H 1.5378 -0.5411 -3.6337
H 0.2186 0.3106 -3.5776
O 0.8004 -0.2616 -3.0729
H 3.8949 1.4214 0.4086
H 3.2128 2.7593 1.1066
O 3.2446 1.7993 1.0055
H 2.1190 1.7232 -0.4914
H 1.9091 0.8996 -1.8533
O 1.5863 1.5952 -1.2805
H 1.8816 -0.8195 2.7462
H 2.4281 0.2528 1.8068
O 1.7054 0.0799 2.4304
H 1.4340 -2.3668 -1.0757
H 1.3860 -3.9273 -1.3602
O 1.7591 -3.2391 -0.8042
H 4.2093 -3.6629 1.2991
H 3.2170 -3.0820 0.3245
O 4.1002 -2.9121 0.7079
H 0.7907 0.2567 3.7541
H 0.2819 -0.1188 5.1784
O 0.1356 0.4710 4.4372
H 1.1413 3.8371 -1.6063
H 0.4871 4.1943 -2.9365
O 0.2794 3.9088 -2.0433
H 0.3633 1.3110 1.6825
H -0.7936 2.2740 2.0365
O 0.0046 2.1874 1.4836
H -3.1056 3.2619 2.6252
H -1.9846 4.0499 2.5120
O -2.3178 3.2809 2.0264
H -2.3165 0.0378 3.2278
H -1.7325 1.2964 3.8054
O -2.5267 0.9881 3.3419
H 4.8885 -1.4354 0.1741
H 5.0123 -0.2834 -0.7959
O 4.3890 -0.6127 -0.1279
H -2.6509 2.6943 0.3221
H -3.5069 3.0612 -0.9740
O -2.7285 2.6140 -0.6447
*
```